Entry 1:
DFT (the ωB97M-V functional and the def2-TZVPD basis) results for C48H48AsN3PTi as an isolated structure at a distorted geometry.

XYZ file:
```
102
Properties=species:S:1:pos:R:3:forces:R:3
Ti -1.5485 -0.3948 2.0354 -1.36 -0.42 -0.52
C -2.8316 1.0852 3.1808 -1.04 -0.75 -0.64
C -2.7316 -0.1509 3.8902 -0.28 -0.16 0.64
C -3.4839 -1.1182 3.1341 1.49 -1.21 1.94
C -3.9785 -0.5529 1.9810 -0.52 1.50 -0.81
C -3.6289 0.8285 2.0146 0.77 -0.14 0.08
C -4.0628 1.8588 1.0322 -0.17 -0.28 0.17
C -4.9675 -1.1970 1.0581 0.06 -0.52 0.27
C -3.7163 -2.5325 3.5925 0.11 0.07 0.67
C -2.0565 -0.4092 5.2439 -0.66 -0.31 -0.96
C -2.3722 2.4314 3.5784 -0.47 0.86 0.81
H -5.0997 2.1456 1.2695 0.39 0.25 -0.15
H -4.0499 1.4383 0.0355 -0.14 -0.01 -0.34
H -3.3822 2.7046 1.0473 -0.23 0.29 0.03
H -5.0672 -0.6938 0.0875 -0.04 -0.09 0.38
H -5.9355 -1.2053 1.6087 0.44 -0.06 -0.66
H -4.6644 -2.2465 0.8838 -0.39 0.38 -0.05
H -3.1623 -2.8087 4.5094 -0.01 0.30 -0.59
H -3.4955 -3.2599 2.8214 -0.03 -0.25 -0.16
H -4.7602 -2.6446 3.8807 -0.20 -0.06 -0.19
H -2.7893 -0.5266 6.0505 0.13 0.25 -0.18
H -1.3658 0.3748 5.4456 0.33 0.85 0.47
H -1.4405 -1.3010 5.2467 -0.05 -0.40 -0.16
H -1.5546 2.8124 2.9927 0.52 0.16 -0.42
H -2.0418 2.4073 4.6252 -0.16 0.25 -0.24
H -3.1897 3.1893 3.4586 0.60 -0.72 0.29
N 5.5972 -0.9085 2.8186 0.86 -0.27 -0.22
C 6.7952 -0.2979 2.5242 1.69 -0.23 0.07
C 8.1328 -0.7813 2.4879 -0.61 0.49 -0.28
C 9.0998 0.1207 2.0886 -0.42 -0.50 -0.30
C 8.7664 1.4425 1.7228 0.29 0.10 0.47
C 7.5117 1.9574 1.8370 -1.02 -0.98 0.45
C 6.4997 1.0481 2.2659 0.80 0.15 -0.20
N 5.1658 1.2492 2.4464 -0.48 0.52 -0.31
C 4.6771 0.0769 2.7303 -1.80 0.01 0.60
C 3.2318 -0.1474 2.8096 -0.71 0.30 -0.47
C 2.6511 -1.3821 2.4406 -0.11 0.84 0.67
C 1.2709 -1.4306 2.3161 0.31 -0.36 -0.62
N 0.4614 -0.3616 2.4933 0.80 -0.34 0.30
C 1.0128 0.8191 2.9049 0.42 -1.38 -0.06
C 2.3460 0.9595 3.0732 1.90 -0.70 0.11
H 5.4801 -1.8737 3.0923 -0.06 0.26 -0.01
H 8.3565 -1.8109 2.7051 0.14 -0.17 0.10
H 10.1372 -0.1814 1.9516 -0.29 -0.09 0.26
H 9.5798 2.0689 1.4352 0.34 0.44 -0.31
H 7.2446 2.9767 1.6268 0.11 0.24 -0.10
H 3.2474 -2.2767 2.2546 -0.22 0.33 -0.05
H 0.8476 -2.3766 1.9297 -0.15 0.70 0.40
H 0.3733 1.6292 3.1248 -0.85 0.73 0.03
H 2.7956 1.8911 3.4165 -0.22 -0.19 -0.23
C -2.0049 0.5774 -1.9515 0.86 0.37 0.20
C -3.1551 -0.2267 -2.4529 -0.16 -1.50 0.63
As -3.0575 -0.7270 -4.3724 -0.11 -0.20 -0.59
C -1.2140 -1.4044 -4.4676 0.43 0.45 -0.07
C -1.0968 -2.7919 -4.4066 -0.53 1.24 0.37
C 0.1388 -3.3922 -4.4145 0.05 -1.43 -0.29
C 1.2861 -2.6765 -4.5243 1.59 1.28 -0.25
C 1.1812 -1.2698 -4.5806 2.05 -0.20 0.25
C -0.0307 -0.6300 -4.6015 -0.79 0.30 0.22
C -2.7923 1.0514 -5.1133 0.37 -0.72 0.64
C -1.8920 1.2986 -6.1462 -0.41 -1.26 -0.71
C -1.7873 2.5490 -6.6750 0.02 0.80 -0.83
C -2.4924 3.6093 -6.1138 0.21 0.59 -0.13
C -3.4002 3.3774 -5.0954 0.26 -0.75 0.42
C -3.5497 2.0637 -4.5879 -0.33 1.62 -0.10
P -1.1718 0.1756 -0.3853 0.16 -0.53 0.33
C 0.2624 1.2865 -0.2876 -0.76 -0.78 -0.68
C 1.6065 0.9772 -0.3506 0.55 0.59 0.57
C 2.5469 1.9792 -0.0633 -0.58 -0.62 -0.40
C 2.1289 3.2551 0.2804 0.64 -0.13 -0.07
C 0.7704 3.5161 0.3582 -0.35 1.28 0.10
C -0.1600 2.5700 -0.0022 0.85 0.13 0.64
C -0.6175 -1.5619 -0.4325 0.00 -0.03 -0.68
C 0.4984 -2.0920 -1.0832 -0.04 0.14 -0.22
C 0.8555 -3.4245 -0.9193 0.72 0.83 -0.04
C 0.1223 -4.2629 -0.1170 -1.05 0.26 -0.05
C -1.0929 -3.7942 0.4114 1.77 0.46 -0.86
C -1.4314 -2.4678 0.2544 -0.93 0.91 1.36
H -2.1872 1.6416 -1.8996 -0.24 0.39 -0.07
H -1.1599 0.4713 -2.6135 0.44 0.07 -0.50
H -4.0993 0.2491 -2.2516 -0.45 0.30 -0.11
H -3.2414 -1.2094 -1.9300 0.19 0.48 -0.34
H -2.0151 -3.3404 -4.3297 -0.17 -0.56 -0.01
H 0.2319 -4.4609 -4.4005 -0.24 -0.46 0.04
H 2.2958 -3.1583 -4.6372 -1.23 0.48 0.34
H 2.1353 -0.6832 -4.5414 -1.03 -0.44 -0.44
H -0.0355 0.4659 -4.7533 -0.21 -0.77 0.36
H -1.3969 0.4609 -6.6527 -0.07 0.35 0.34
H -1.2513 2.7222 -7.6137 0.19 -0.08 0.58
H -2.2619 4.6095 -6.5041 -0.55 -0.37 0.24
H -3.9690 4.1744 -4.6466 -0.08 0.21 -0.05
H -4.2686 1.8979 -3.7777 0.22 0.00 -0.35
H 1.9610 -0.0233 -0.5124 -0.01 -0.23 -0.18
H 3.5869 1.7020 -0.1046 0.25 0.22 0.03
H 2.8988 4.0083 0.4547 -0.44 -0.07 0.21
H 0.3745 4.4765 0.7063 0.47 -0.16 -0.30
H -1.1952 2.8140 0.0480 -0.73 0.15 0.03
H 1.0973 -1.5060 -1.7664 -0.06 0.23 0.07
H 1.7887 -3.7381 -1.3785 -0.25 -0.22 -0.04
H 0.4746 -5.2624 0.0080 -0.14 -0.59 0.27
H -1.7370 -4.4022 0.9428 -1.06 -1.36 1.04
H -2.3818 -2.1187 0.7936 0.88 -0.35 -0.93
```
Positions in Å, forces in eV/Å.

E_HOMO (spin up / spin down)   -12.40 / -12.40 eV
Net charge   +2
Orbital gap (spin up / spin down)   0.2200 / 0.2250 Eh
Spin multiplicity   2

Löwdin population analysis, charges in e, atoms 1 to 99: 0.946, -0.291, -0.263, -0.287, -0.300, -0.251, -0.008, 0.007, 0.006, 0.001, -0.011, 0.120, 0.060, 0.078, 0.080, 0.122, 0.089, 0.096, 0.073, 0.105, 0.109, 0.064, 0.080, 0.063, 0.098, 0.122, 0.179, -0.168, 0.004, -0.059, -0.078, 0.009, -0.213, 0.193, -0.319, -0.060, 0.032, -0.091, -0.064, -0.098, 0.031, 0.172, 0.108, 0.117, 0.104, 0.113, 0.127, 0.118, 0.103, 0.137, -0.378, -0.435, 1.325, -0.392, -0.128, -0.116, -0.095, -0.101, -0.132, -0.434, -0.141, -0.083, -0.077, -0.063, -0.131, 1.061, -0.364, -0.068, -0.055, -0.048, -0.060, -0.122, -0.360, -0.067, -0.051, -0.028, -0.036, -0.153, 0.087, 0.056, 0.044, 0.062, 0.086, 0.110, 0.132, 0.124, 0.108, 0.115, 0.121, 0.117, 0.102, 0.097, 0.091, 0.109, 0.126, 0.125, 0.088, 0.100, 0.127

Entry 2:
DFT (the ωB97M-V functional and the def2-TZVPD basis) results for C48H48BrN6O6Ti as an isolated structure at a distorted geometry.

XYZ file:
```
110
Properties=species:S:1:pos:R:3:forces:R:3
Ti 0.3077 0.0958 0.0842 1.42 3.50 0.44
C 2.9013 -2.8790 2.5288 -0.21 -0.06 -0.21
O 2.0189 -3.4830 1.5241 0.31 0.17 0.34
C 1.6731 -2.4772 0.7360 -0.53 -0.70 -0.41
N 2.0659 -1.3005 0.9623 0.02 0.44 0.19
C 2.7823 -1.3610 2.2739 0.01 0.01 -0.14
C 4.1262 -0.6810 2.3392 -0.02 0.05 0.02
C 4.5294 0.2246 1.3757 0.16 -0.02 -0.02
C 5.7599 0.8607 1.4775 0.04 0.01 0.01
C 6.5968 0.5957 2.5528 -0.04 -0.01 -0.05
C 6.1978 -0.3147 3.5236 -0.05 -0.02 -0.04
C 4.9695 -0.9521 3.4158 -0.01 0.05 0.08
C 0.6977 -2.7874 -0.3275 0.36 -0.30 0.55
C 0.3963 -4.0797 -0.7034 0.16 -0.16 0.06
C -0.5541 -4.2661 -1.6881 -0.06 -0.27 -0.03
C -1.1104 -3.1584 -2.2970 -0.06 0.01 -0.22
C -0.7245 -1.9052 -1.8686 -0.32 0.23 -0.44
N 0.1081 -1.7214 -0.8499 -0.04 -1.06 -0.47
C -1.1407 -0.6841 -2.5840 -0.09 -0.91 0.09
N -0.7767 0.4708 -2.2415 0.04 0.25 0.17
C -1.4488 1.3953 -3.2100 0.12 -0.01 0.17
C -1.9288 0.4372 -4.3098 -0.05 -0.24 0.14
O -1.8911 -0.8825 -3.6666 -0.04 0.52 -0.22
C -0.5953 2.5142 -3.7435 -0.02 -0.02 -0.01
C -1.2338 3.6471 -4.2391 0.02 0.09 0.07
C -0.4897 4.6868 -4.7821 0.01 -0.01 0.03
C 0.8971 4.6017 -4.8246 -0.01 -0.05 0.01
C 1.5340 3.4640 -4.3419 -0.07 0.04 0.00
C 0.7886 2.4182 -3.8121 0.01 0.09 -0.04
H 3.9075 -3.2448 2.3498 0.07 -0.04 -0.05
H 2.5540 -3.1986 3.5044 -0.06 -0.03 0.05
H 2.1061 -0.8864 2.9867 -0.03 -0.01 0.08
H 3.8795 0.4246 0.5429 -0.02 -0.01 -0.04
H 6.0591 1.5683 0.7116 -0.01 -0.03 0.05
H 7.5555 1.0931 2.6359 -0.04 -0.02 0.00
H 6.8420 -0.5280 4.3673 -0.02 0.00 -0.02
H 4.6690 -1.6514 4.1918 0.00 0.05 -0.06
H 0.9033 -4.9035 -0.2195 -0.05 0.03 -0.03
H -0.8420 -5.2635 -1.9950 0.02 0.03 0.01
H -1.8148 -3.2385 -3.1114 0.01 -0.02 0.00
H -2.3200 1.8247 -2.7134 -0.01 0.00 0.00
H -1.2564 0.4099 -5.1623 0.10 -0.04 -0.07
H -2.9448 0.6316 -4.6330 -0.07 -0.03 -0.02
H -2.3154 3.7218 -4.1723 0.03 0.00 -0.01
H -0.9927 5.5689 -5.1621 0.03 -0.06 0.01
H 1.4785 5.4171 -5.2389 -0.03 -0.04 0.02
H 2.6155 3.3895 -4.3737 -0.06 0.00 -0.01
H 1.2825 1.5320 -3.4422 0.00 -0.02 0.00
O 4.7798 2.8977 -1.8609 -0.21 -0.23 -0.03
C 3.9267 1.8401 -1.9673 0.55 0.37 -0.20
C 4.0764 0.8485 -2.9219 0.05 -0.02 -0.07
C 3.1649 -0.1894 -2.9075 -0.35 -0.27 0.11
N 2.1371 -0.2897 -2.0504 0.61 0.79 0.14
C 2.0024 0.6979 -1.1212 -0.31 -0.82 -0.61
Br 1.1776 1.5948 1.8755 0.02 -0.24 0.03
C 2.8897 1.7631 -1.0640 -0.46 -0.07 0.39
H 5.4769 2.8230 -2.5225 0.00 0.01 0.00
H 4.8869 0.8775 -3.6428 -0.07 -0.06 0.02
H 3.2620 -0.9903 -3.6335 -0.02 -0.01 0.01
H 2.8297 2.5081 -0.2841 0.03 -0.04 0.04
C -4.3895 6.9797 0.4162 0.02 0.07 -0.02
C -4.3879 5.4724 0.6242 -0.09 -0.07 -0.17
N -4.7870 4.7173 -0.5672 0.06 0.10 -0.03
C -6.2031 4.7570 -0.9524 0.11 0.00 0.17
C -7.0974 4.0052 0.0256 -0.04 -0.06 -0.02
C -3.9326 3.9720 -1.3058 -0.21 -0.05 0.05
O -4.2853 3.2734 -2.2539 0.08 0.04 0.09
C -2.4720 3.9735 -0.9503 -0.09 0.21 -0.06
C -1.6348 5.0557 -1.1666 0.00 0.14 -0.04
C -0.2743 4.8886 -0.9752 -0.01 0.05 -0.01
C 0.1937 3.6495 -0.5764 -0.14 -0.03 0.15
N -0.6055 2.6008 -0.3651 0.15 -0.23 -0.31
C -1.9102 2.7735 -0.5602 0.05 -0.21 0.18
H -3.9892 7.4792 1.3005 -0.02 -0.03 -0.04
H -5.3936 7.3708 0.2461 0.03 -0.04 -0.01
H -3.7714 7.2548 -0.4409 -0.01 0.01 0.05
H -5.0678 5.2077 1.4342 -0.05 -0.02 0.04
H -3.4029 5.1351 0.9304 0.08 -0.03 0.00
H -6.2731 4.3170 -1.9397 0.02 -0.05 -0.09
H -6.5087 5.8014 -1.0339 -0.01 0.01 0.03
H -6.7364 2.9839 0.1669 -0.01 0.05 -0.03
H -8.1146 3.9513 -0.3672 0.06 0.02 0.01
H -7.1523 4.4908 1.0013 0.03 -0.01 -0.03
H -2.0355 6.0069 -1.5019 0.03 -0.07 0.03
H 0.4229 5.6988 -1.1440 -0.03 -0.04 0.01
H 1.2419 3.4931 -0.3945 0.02 0.03 -0.03
H -2.5408 1.9063 -0.4038 0.03 0.08 -0.05
C -6.0397 -1.6192 4.9376 0.07 0.02 -0.06
C -4.8587 -1.3078 4.0527 -0.08 -0.02 0.05
C -4.4416 -0.0010 3.8458 -0.04 0.06 0.04
C -3.3589 0.3080 3.0274 -0.05 0.07 0.03
C -2.9068 1.7434 2.9097 0.03 -0.05 -0.05
C -2.6876 -0.7510 2.4153 0.03 0.00 -0.01
C -3.0713 -2.0852 2.6092 0.02 -0.15 0.01
C -2.3438 -3.2333 1.9432 -0.04 0.09 0.03
C -4.1603 -2.3374 3.4233 -0.08 -0.06 0.02
C -1.5388 -0.5075 1.5302 0.09 0.06 -0.47
O -0.3865 -0.9734 1.7565 -0.61 -0.16 0.04
O -1.6542 0.1693 0.4268 -0.25 -0.47 0.67
H -6.5165 -0.7108 5.3027 0.03 0.00 -0.02
H -5.7323 -2.2079 5.8033 0.03 0.00 -0.01
H -6.7885 -2.2025 4.3993 0.03 0.01 -0.01
H -4.9720 0.8097 4.3382 0.04 -0.06 -0.04
H -3.7544 2.4207 3.0294 0.04 -0.05 -0.02
H -2.4176 1.9602 1.9594 -0.05 -0.05 0.06
H -2.1848 1.9738 3.6968 -0.01 -0.01 0.00
H -2.1255 -3.0259 0.8918 -0.02 0.04 0.01
H -2.9477 -4.1388 1.9791 -0.01 0.02 0.03
H -1.3930 -3.4380 2.4382 0.00 0.02 0.01
H -4.4809 -3.3642 3.5689 0.00 0.04 0.00
```
Positions in Å, forces in eV/Å.

Energy relative to the best compared isomer or geometry (same formula, charge and spin)   65.9 kJ/mol
E_HOMO   -11.05 eV
Net charge   +1
Orbital gap   0.2693 Eh

Löwdin population analysis, charges in e, atoms 1 to 99: 0.913, -0.026, 0.055, -0.339, 0.111, -0.229, -0.193, -0.036, -0.055, -0.078, -0.072, -0.039, -0.148, 0.051, 0.011, 0.054, -0.136, 0.060, -0.329, 0.172, -0.206, -0.012, 0.045, -0.185, -0.033, -0.071, -0.077, -0.060, -0.021, 0.135, 0.136, 0.122, 0.065, 0.104, 0.106, 0.107, 0.118, 0.137, 0.130, 0.135, 0.119, 0.139, 0.140, 0.118, 0.108, 0.105, 0.103, 0.082, 0.074, -0.327, -0.005, -0.138, 0.022, -0.311, 0.427, -0.104, 0.114, 0.121, 0.111, 0.075, -0.063, -0.198, -0.044, -0.185, -0.068, -0.406, 0.054, -0.129, 0.001, -0.013, -0.138, 0.024, -0.108, 0.082, 0.072, 0.069, 0.112, 0.111, 0.112, 0.116, 0.082, 0.079, 0.066, 0.125, 0.119, 0.064, 0.120, -0.039, -0.243, 0.003, -0.176, -0.008, -0.059, -0.182, -0.016, 0.001, -0.510, -0.090, -0.115